No. 1
Computed, not measured: C31H32BrF4GeO5PPdSe as an isolated structure, with ωB97M-V/def2-TZVPD.

Last column: Löwdin spin population.
CARTESIAN COORDINATES (ANGSTROEM)
1 Pd -0.067256 0.928424 0.786000  1.3738
2 O 0.271482 4.691583 2.428978  0.5225
3 C 0.460246 3.710729 1.747658  0.1149
4 O -0.215595 3.046350 0.947177  0.1598
5 C 2.052846 3.230097 2.000653  0.1693
6 C 2.536720 2.602550 0.693208  0.0322
7 C 4.059068 2.498077 0.775941  0.0230
8 C 4.247213 1.358655 1.805598  0.0048
9 C 2.808384 1.004758 2.152879  0.0149
10 O 2.131957 1.207583 0.865753  0.0939
11 C 2.145985 2.088740 3.014148  0.0259
12 C 0.777016 1.627235 3.595026  0.0193
13 O 0.405742 2.118687 4.629980  0.0414
14 O 0.123540 0.738138 2.897868  0.0824
15 H 2.567360 4.143621 2.276297  -0.0012
16 H 2.117245 3.002222 -0.225042  0.0001
17 H 4.517899 3.438484 1.075079  0.0011
18 H 4.448648 2.227520 -0.203911  0.0051
19 H 4.804494 1.665828 2.688550  0.0008
20 H 4.756655 0.507817 1.358712  0.0011
21 H 2.623456 -0.011722 2.487328  0.0029
22 H 2.738140 2.374254 3.880832  0.0031
23 F -6.013184 1.759877 -2.902301  0.0000
24 C -4.749864 1.574815 -2.602352  -0.0003
25 C -3.779065 1.681910 -3.580003  0.0006
26 F -4.114396 1.977542 -4.817642  0.0004
27 C -2.448096 1.477242 -3.243716  0.0029
28 F -1.559461 1.593791 -4.226740  0.0008
29 C -2.038725 1.175884 -1.950780  0.0128
30 P -0.284678 0.914014 -1.571419  0.0862
31 C 0.286412 -0.625077 -2.308883  0.0216
32 C 0.274970 -0.869009 -3.685428  0.0041
33 C 0.734295 -2.077279 -4.182340  0.0012
34 C 1.221265 -3.050645 -3.318174  0.0001
35 C 1.260809 -2.810208 -1.953278  0.0011
36 C 0.795105 -1.602279 -1.454869  0.0136
37 C 0.617904 2.286588 -2.295701  0.0050
38 C 0.115408 3.580988 -2.158542  0.0080
39 C 0.865819 4.661247 -2.594783  -0.0011
40 C 2.117894 4.455172 -3.162417  0.0097
41 C 2.618433 3.167847 -3.300763  -0.0011
42 C 1.871396 2.079985 -2.868938  0.0082
43 C -3.045523 1.097326 -0.980105  0.0037
44 Br -2.713880 0.793311 0.860159  0.1191
45 C -4.376933 1.280855 -1.294437  0.0023
46 F -5.322978 1.200382 -0.372509  0.0046
47 H -0.081147 -0.118589 -4.374750  0.0003
48 H 0.722514 -2.259346 -5.247870  0.0002
49 H 1.586507 -3.987895 -3.715696  0.0000
50 H 1.675526 -3.549831 -1.280530  0.0001
51 H 0.867142 -1.411319 -0.386480  0.0118
52 H -0.855596 3.754905 -1.709796  0.0005
53 H 0.470455 5.663562 -2.499759  -0.0002
54 H 2.697480 5.299062 -3.511539  0.0005
55 H 3.585368 3.006737 -3.757757  -0.0002
56 H 2.270097 1.080085 -2.985957  0.0002
57 C -1.947729 -6.264142 1.495274  0.0261
58 Ge -2.252435 -4.382008 1.738981  0.0689
59 C -3.148151 -3.923985 3.384711  0.0062
60 C -2.934709 -3.450704 0.193494  0.0071
61 C -0.280739 -3.656634 1.849948  0.1904
62 Se -0.296643 -1.900922 2.424846  0.5818
63 C -0.042449 -2.105556 4.322521  0.0556
64 H -2.912330 -6.771040 1.440473  0.0056
65 H -1.388596 -6.686394 2.328731  0.0002
66 H -1.408256 -6.454120 0.568368  0.0002
67 H -4.163105 -4.322023 3.347886  0.0008
68 H -3.223294 -2.845740 3.529176  0.0032
69 H -2.655810 -4.372658 4.247414  0.0007
70 H -3.987622 -3.693366 0.048135  0.0015
71 H -2.386256 -3.749430 -0.700232  0.0001
72 H -2.853835 -2.369083 0.317392  0.0014
73 H 0.024898 -3.703554 0.805918  0.0103
74 H 0.276185 -4.328758 2.498897  0.0102
75 H -0.740461 -2.865952 4.665359  0.0093
76 H -0.248394 -1.136390 4.767708  -0.0004
77 H 0.987219 -2.418818 4.482397  0.0125

Forces on atoms 1 to 2 (eV/Å):
Pd 0.1 -0.2 -0.2
O 0.0 0.2 0.0

## Properties
energy relative to the best compared isomer or geometry (same formula, charge and spin)	0.000	eV
F_max	0.013	hartree/bohr
charge	+2
gap between HOMO and LUMO (spin up / spin down)	8.66 / 5.69	eV
HOMO (spin up / spin down)	-0.50536 / -0.53196	Eh
spin multiplicity	5


No. 2
Computed, not measured: a 16-piece molecular cluster, C46H134N10O16 overall in a non-equilibrium geometry, with ωB97M-V/def2-TZVPD.

Last column: Löwdin charge in e.
CARTESIAN COORDINATES (ANGSTROEM)
1 C 2.726885 -5.284558 0.596272  -0.1074
2 O 2.004955 -6.273358 1.362972  -0.1375
3 H 2.060525 -4.728058 -0.062798  0.0517
4 H 3.094055 -4.533288 1.295472  0.0615
5 H 3.469035 -5.793588 -0.018718  0.0874
6 H 2.603865 -6.704908 1.976712  0.0875
7 C -1.182535 6.686172 0.596162  -0.1709
8 O -0.021505 5.906822 0.600612  -0.1378
9 H -1.204595 7.400132 -0.227168  0.0805
10 H -2.118485 6.130052 0.649282  0.0578
11 H -1.094505 7.365432 1.444072  0.0801
12 H -0.077505 5.421392 1.426952  0.0156
13 C 4.143835 -2.126938 3.387082  -0.1689
14 O 5.080225 -1.190848 2.865272  -0.1231
15 H 3.463125 -1.790328 4.169012  0.0474
16 H 3.451755 -2.558048 2.663702  0.0445
17 H 4.622775 -2.990198 3.849132  0.0777
18 H 4.633575 -0.551718 2.305262  -0.0108
19 C 3.191685 4.337152 2.725472  -0.0980
20 O 2.597765 3.126262 2.210162  -0.2023
21 H 3.964695 3.947592 3.387902  0.0819
22 H 3.523905 4.965192 1.898852  0.0800
23 H 2.462525 4.897372 3.310782  0.0658
24 H 2.159875 2.703032 2.952262  -0.0091
25 C 1.903985 0.997252 -3.179378  -0.1722
26 O 1.629475 -0.197168 -3.851928  -0.1207
27 H 2.575415 0.889632 -2.327498  0.0515
28 H 2.284985 1.793432 -3.818938  0.0920
29 H 1.008625 1.436162 -2.739168  0.0607
30 H 2.262715 -0.327608 -4.561568  0.0936
31 C -1.844205 2.809942 -4.500978  -0.1688
32 O -1.485675 4.177422 -4.529678  -0.1419
33 H -2.657995 2.538912 -5.173588  0.0744
34 H -1.013415 2.233572 -4.908018  0.0736
35 H -2.206335 2.548792 -3.506618  0.0574
36 H -0.969765 4.352892 -3.739328  -0.0052
37 C 5.702035 2.133662 1.059862  -0.0414
38 C 4.719865 1.259162 0.354372  -0.4043
39 C 5.308825 0.155422 -0.593188  -0.1648
40 O 6.111715 0.721892 -1.611498  -0.1587
41 C 5.278515 1.310462 -2.651958  -0.0893
42 N 3.799285 0.746342 1.343772  0.0402
43 H 6.113475 1.684592 1.963832  0.0856
44 H 5.291925 3.106042 1.332632  0.0621
45 H 6.593855 2.385842 0.486152  0.0812
46 H 4.071595 1.907552 -0.235058  0.1069
47 H 4.558915 -0.544318 -0.962108  0.1149
48 H 6.006005 -0.416578 0.019072  0.1276
49 H 4.574835 2.091012 -2.362698  0.0593
50 H 4.695505 0.570052 -3.199678  0.0700
51 H 5.856765 1.745802 -3.466948  0.0880
52 H 3.242055 1.500032 1.720002  0.0428
53 H 3.096865 0.134252 0.953822  0.0351
54 C 0.242695 -4.061108 3.527692  -0.0509
55 C -0.189935 -5.523718 3.756152  -0.3871
56 C -1.253375 -5.711498 4.891852  -0.2115
57 O -1.450635 -7.088928 4.908892  -0.2032
58 C -2.360575 -7.590028 5.895172  -0.0761
59 N -0.694125 -5.953178 2.432472  0.0467
60 H 0.903315 -3.898398 2.676102  0.0593
61 H 0.728125 -3.639598 4.407912  0.0703
62 H -0.636195 -3.439268 3.357502  0.0524
63 H 0.680915 -6.104958 4.059282  0.1261
64 H -2.162175 -5.176448 4.616372  0.1172
65 H -0.886465 -5.293888 5.829452  0.1207
66 H -3.385275 -7.256108 5.732102  0.0839
67 H -2.001735 -7.213418 6.853032  0.0843
68 H -2.356235 -8.672238 5.765102  0.0896
69 H 0.148245 -6.097578 1.894272  0.0316
70 H -1.027105 -6.902628 2.520582  0.0779
71 C 0.584105 6.535782 -2.931118  -0.0502
72 C 1.123235 5.153262 -2.724098  -0.4296
73 C 2.411285 5.207902 -1.878238  -0.1791
74 O 3.495455 5.934352 -2.464658  -0.1753
75 C 4.726955 5.769542 -1.786918  -0.1039
76 N 0.077615 4.414462 -2.064648  0.0661
77 H -0.176505 6.615092 -3.707828  0.0801
78 H 1.328145 7.225892 -3.328928  0.0825
79 H 0.153395 6.954722 -2.021688  0.0670
80 H 1.301765 4.707412 -3.702588  0.1426
81 H 2.785575 4.184672 -1.909778  0.1019
82 H 2.119725 5.433822 -0.852538  0.1190
83 H 4.915255 4.711792 -1.603058  0.0712
84 H 4.707625 6.233632 -0.800848  0.0785
85 H 5.528865 6.283632 -2.316788  0.0895
86 H 0.595025 3.598862 -1.769368  0.0377
87 H -0.246485 4.926742 -1.256798  0.0465
88 C -2.069575 2.835102 3.740612  -0.0376
89 C -1.739645 4.094182 3.029992  -0.4592
90 C -2.503955 5.338842 3.533082  -0.1396
91 O -2.211795 5.682412 4.942062  -0.1775
92 C -3.003825 6.733082 5.377652  -0.1489
93 N -0.361125 4.411312 3.009992  0.0812
94 H -1.636915 2.853782 4.740892  0.0932
95 H -1.566525 2.074712 3.143232  0.0582
96 H -3.145375 2.661472 3.716072  0.1005
97 H -2.149325 4.047712 2.020982  0.1143
98 H -3.575035 5.180442 3.407362  0.1243
99 H -2.284365 6.207202 2.911942  0.0940
100 H -2.770215 7.680242 4.891442  0.0863
101 H -2.915235 6.936812 6.444772  0.0881
102 H -4.062925 6.535762 5.211842  0.0845
103 H 0.113755 3.520472 2.978442  0.0406
104 H -0.097465 4.742982 3.926822  0.0996
105 C -4.843215 0.474782 -2.441168  -0.0570
106 C -5.806625 1.637962 -2.373458  -0.4360
107 C -5.057865 3.034862 -2.390918  -0.1762
108 O -4.150505 3.057912 -1.298568  -0.2075
109 C -3.621575 4.373352 -1.052698  -0.0905
110 N -6.691855 1.577572 -3.491628  0.0337
111 H -4.144555 0.489652 -1.604658  0.0732
112 H -4.280505 0.513402 -3.373888  0.0763
113 H -5.371865 -0.472608 -2.335898  0.0662
114 H -6.375295 1.574902 -1.445698  0.1342
115 H -5.801275 3.780192 -2.108228  0.1088
116 H -4.639685 3.380902 -3.336168  0.1226
117 H -3.089215 4.463522 -0.105828  0.0458
118 H -4.445475 5.086892 -1.040748  0.0869
119 H -2.898585 4.721212 -1.790518  0.0824
120 H -7.610525 1.837692 -3.162288  0.0732
121 H -6.903665 0.603122 -3.651918  0.0661
122 C 2.909615 0.842742 5.362712  -0.0470
123 C 1.593285 0.504282 4.646892  -0.3514
124 C 0.464205 -0.105638 5.553452  -0.1594
125 O -0.667855 -0.304678 4.725622  -0.2015
126 C -1.648345 -1.109308 5.260182  -0.1213
127 N 1.069315 1.721502 3.923752  0.0416
128 H 3.243275 -0.024048 5.933182  0.0781
129 H 2.883095 1.737762 5.984272  0.0785
130 H 3.674565 1.005222 4.603402  0.0737
131 H 1.858925 -0.152698 3.818692  0.1220
132 H 0.262145 0.629332 6.332622  0.1283
133 H 0.780685 -1.024808 6.046462  0.1237
134 H -1.222545 -1.985798 5.748592  0.0784
135 H -2.248325 -1.512028 4.444122  0.0792
136 H -2.230045 -0.645538 6.056832  0.0939
137 H 0.919375 2.409542 4.647782  0.0837
138 H 0.145595 1.349402 3.755262  0.0327
139 C 2.589825 -4.155948 -3.425238  -0.0485
140 C 2.015415 -4.435068 -4.816458  -0.4390
141 C 2.977595 -5.015508 -5.847508  -0.2106
142 O 2.393185 -5.096458 -7.123448  -0.1865
143 C 3.190285 -5.670918 -8.116118  -0.1170
144 N 0.929235 -5.358868 -4.595798  0.0502
145 H 2.879285 -5.115578 -2.996978  0.0793
146 H 1.851865 -3.688498 -2.773308  0.0512
147 H 3.452495 -3.493308 -3.494628  0.0750
148 H 1.530485 -3.567208 -5.263408  0.1252
149 H 3.259365 -6.023338 -5.542568  0.1276
150 H 3.897795 -4.431728 -5.870148  0.1237
151 H 3.743145 -6.574808 -7.860328  0.0858
152 H 3.905735 -4.898778 -8.399028  0.0871
153 H 2.521735 -5.925368 -8.938558  0.0903
154 H 0.179535 -4.854198 -4.144848  0.0323
155 H 0.593385 -5.653128 -5.501728  0.0746
156 C -3.049075 -2.194138 -4.826838  -0.0633
157 C -1.936345 -1.582958 -3.974338  -0.4117
158 C -1.590935 -2.490538 -2.744338  -0.1790
159 O -1.319935 -3.820668 -3.166978  -0.2038
160 C -1.247805 -4.690898 -2.036398  -0.0839
161 N -0.790665 -1.410628 -4.825428  0.0618
162 H -3.882825 -2.468678 -4.180628  0.0507
163 H -2.786705 -3.154358 -5.270948  0.0760
164 H -3.464335 -1.588368 -5.632258  0.0795
165 H -2.370435 -0.657418 -3.596138  0.1120
166 H -2.455445 -2.444828 -2.082058  0.1013
167 H -0.793765 -2.017628 -2.170778  0.1054
168 H -0.363005 -4.530508 -1.420368  0.0799
169 H -1.201005 -5.685988 -2.478778  0.0916
170 H -2.155615 -4.737528 -1.434898  0.0701
171 H -0.519955 -2.348538 -5.084538  0.0587
172 H -0.045655 -0.990688 -4.288108  0.0256
173 C -3.071365 -2.137128 1.352632  -0.0575
174 C -4.028925 -3.308308 1.636172  -0.4140
175 C -5.006815 -3.496288 0.527132  -0.2121
176 O -4.351555 -3.659198 -0.740968  -0.2255
177 C -5.244505 -3.868438 -1.880238  -0.0576
178 N -3.215365 -4.524328 1.786822  0.0523
179 H -3.534195 -1.152488 1.286532  0.0733
180 H -2.473535 -2.294888 0.454962  0.0626
181 H -2.433905 -2.066628 2.233982  0.0438
182 H -4.554375 -3.146888 2.577412  0.1351
183 H -5.592765 -2.577228 0.517652  0.1232
184 H -5.653815 -4.336788 0.778242  0.1243
185 H -5.752085 -2.942508 -2.150648  0.0681
186 H -5.953775 -4.624588 -1.543648  0.0865
187 H -4.706985 -4.121458 -2.794108  0.0768
188 H -2.356435 -4.467218 2.315092  0.0097
189 H -2.882745 -4.873798 0.899502  0.0512
190 C -1.153775 1.910892 0.014082  -0.0551
191 C 0.151985 1.357602 0.463582  -0.4045
192 C 0.392825 -0.091758 -0.022618  -0.1286
193 O 1.671915 -0.647318 0.386932  -0.2335
194 C 1.961755 -2.006668 -0.064418  -0.0600
195 N 1.213735 2.118472 -0.154548  0.0774
196 H -1.212155 2.987432 0.174602  0.0580
197 H -1.973505 1.589252 0.656492  0.0786
198 H -1.546905 1.729302 -0.986198  0.0822
199 H 0.181185 1.467022 1.547682  0.1112
200 H 0.266475 -0.100888 -1.105238  0.1074
201 H -0.380465 -0.763188 0.350622  0.1155
202 H 1.947235 -2.022088 -1.154218  0.0747
203 H 1.251635 -2.779768 0.229082  0.0681
204 H 2.944885 -2.300518 0.303282  0.0798
205 H 1.268605 2.976052 0.376152  0.0656
206 H 2.019415 1.566472 0.102882  0.0349

Forces on atoms 1 to 2 (eV/Å):
C -0.4 -0.4 0.6
O -0.1 0.4 -0.6

## Properties
energy relative to the best compared isomer or geometry (same formula, charge and spin)	0.935	eV
F_max	0.067	hartree/bohr
charge	0
gap between HOMO and LUMO	8.91	eV
HOMO	-0.31710	Eh
spin multiplicity	1


Going through the records in order, we get total energy values of -9497.07968 -3584.06115 Eh.